[1]
A molecular structure, C20H41IrN3O6P2S at a distorted geometry, computed with ωB97M-V/def2-TZVPD.

```
74
Properties=species:S:1:pos:R:3:lowdin_spin:R:1
Ir 1.467 0.376 -1.169 2.78
C -2.305 1.813 4.171 0.00
C -1.740 2.420 2.907 0.00
C -0.276 2.791 3.021 0.00
O -2.013 1.479 1.789 0.01
P -1.090 0.549 0.972 0.02
O 0.104 1.227 0.333 0.15
C -0.514 -0.795 2.049 0.00
P 0.910 -1.580 1.277 0.01
O 0.831 -1.509 -0.244 0.12
O 1.181 -3.001 1.810 0.01
C 0.411 -4.266 1.715 0.00
C -0.363 -4.351 0.418 0.00
C -0.453 -4.404 2.949 0.00
O 2.075 -0.698 1.843 0.00
C 3.479 -0.893 1.484 0.01
C 3.884 0.284 0.622 0.09
C 4.290 -0.951 2.761 0.01
O -1.954 -0.093 -0.147 0.00
C -3.409 -0.412 -0.184 0.00
C -3.847 -1.159 1.058 0.00
C -4.200 0.851 -0.445 0.00
H -2.240 2.542 4.978 0.00
H -1.743 0.924 4.469 0.00
H -3.351 1.540 4.045 0.00
H -2.318 3.301 2.637 0.00
H 0.335 1.926 3.296 0.00
H -0.169 3.538 3.806 0.00
H 0.105 3.209 2.090 0.00
H -1.332 -1.497 2.212 0.00
H -0.177 -0.406 3.012 0.00
H 1.190 -5.024 1.728 0.00
H -1.105 -3.548 0.344 0.00
H -0.890 -5.303 0.386 0.00
H 0.304 -4.297 -0.443 0.00
H -1.297 -3.709 2.926 0.00
H 0.130 -4.224 3.851 0.00
H -0.852 -5.416 2.999 0.00
H 3.576 -1.833 0.936 0.00
H 3.716 1.230 1.137 0.00
H 3.278 0.314 -0.340 0.03
H 4.922 0.214 0.297 0.00
H 4.161 -0.033 3.335 0.00
H 5.347 -1.077 2.526 0.00
H 3.968 -1.796 3.367 0.00
H -3.473 -1.073 -1.045 0.00
H -3.737 -0.544 1.953 0.00
H -3.299 -2.096 1.179 0.00
H -4.902 -1.412 0.958 0.00
H -4.173 1.515 0.417 0.00
H -5.239 0.589 -0.645 0.00
H -3.807 1.380 -1.314 0.00
C 1.616 0.862 -5.556 0.01
N 0.916 -0.381 -5.219 0.03
C -0.060 -0.975 -5.983 0.02
C -0.408 -2.134 -5.369 0.03
N 0.372 -2.228 -4.248 0.03
C 1.171 -1.154 -4.153 0.05
S 2.426 -0.930 -2.979 0.48
H 0.965 1.474 -6.173 0.00
H 2.526 0.641 -6.111 0.00
H 1.872 1.392 -4.644 0.00
H -0.416 -0.544 -6.904 0.00
H -1.125 -2.887 -5.651 0.00
H 0.374 -2.999 -3.594 0.00
C 0.149 5.455 -1.375 0.00
C 1.031 4.849 -2.486 0.00
C 1.312 3.450 -2.244 0.03
N 1.552 2.343 -2.048 0.07
H -0.135 6.461 -1.675 0.00
H 0.696 5.517 -0.436 0.00
H -0.756 4.870 -1.223 0.00
H 1.984 5.378 -2.556 0.00
H 0.542 4.928 -3.460 0.00
```

Results
* E: -2586.7830 a.u.
* relative energy (zero: lowest compared OMol25 entry of this formula, charge and spin): 32.2 kcal per mole
* spin multiplicity: 5
* charge: +3
* molar mass: 705.8 g mol⁻¹



[2]
A single C5H8O molecule, computed with ωB97M-V/def2-TZVPD.

```
14
Properties=species:S:1:pos:R:3:mulliken_charge:R:1
O 1.898 0.069 -1.525 -0.48
C 1.687 0.646 -0.483 -0.24
C 0.591 0.274 0.480 0.31
C 0.027 -1.151 0.288 -0.78
C -1.318 -0.569 -0.199 -0.41
C -0.809 0.861 0.096 -0.77
H 2.310 1.520 -0.195 0.34
H 0.904 0.534 1.497 0.43
H 0.574 -1.728 -0.462 0.28
H -0.031 -1.725 1.216 0.25
H -1.508 -0.749 -1.260 0.23
H -2.200 -0.878 0.369 0.27
H -0.824 1.543 -0.759 0.29
H -1.303 1.353 0.938 0.26
```

Results
* E: -270.5134 a.u.
* relative energy (zero: lowest compared OMol25 entry of this formula, charge and spin): 27.9 kcal per mole
* SMILES: O=CC1CCC1
* spin multiplicity: 1
* charge: 0
* molar mass: 84.1 g mol⁻¹



- Which of these has the highest molar mass?
  C20H41IrN3O6P2S